(1)
30
Properties=species:S:1:pos:R:3:lowdin_charge:R:1 method="wB97M-V/def2-TZVPD" homo_ev=-9.1190 charge=0 e_tot_ha=-392.95022 de_lowest_kcal_mol=42.9 gap_ev=10.253
C -0.073 2.898 -3.895 -0.11
C 0.920 4.013 -3.827 -0.19
C 2.226 3.906 -3.567 -0.14
C 3.038 2.649 -3.199 -0.26
C 3.725 1.978 -4.398 -0.12
H -0.940 3.117 -3.249 0.07
H 0.343 1.919 -3.605 0.07
H -0.420 2.838 -4.940 0.08
H 0.567 5.019 -4.091 0.10
H 2.810 4.835 -3.584 0.10
H 2.352 1.861 -2.833 0.09
H 3.704 2.931 -2.361 0.11
H 4.510 2.703 -4.672 0.07
H 3.067 1.827 -5.270 0.08
H 4.205 1.017 -4.149 0.07
C -3.431 -3.210 2.282 -0.11
C -2.787 -2.027 2.889 -0.20
C -2.150 -1.952 4.065 -0.15
C -1.789 -3.068 5.073 -0.25
C -0.293 -3.432 4.870 -0.12
H -3.577 -4.053 2.978 0.07
H -2.760 -3.537 1.470 0.08
H -4.407 -2.941 1.845 0.08
H -2.869 -1.025 2.447 0.10
H -1.687 -0.994 4.337 0.10
H -2.418 -3.907 4.716 0.08
H -2.108 -2.824 6.104 0.11
H 0.305 -2.536 5.106 0.07
H -0.019 -3.783 3.861 0.08
H -0.043 -4.223 5.597 0.07

---

(2)
30
Properties=species:S:1:pos:R:3:lowdin_charge:R:1 method="wB97M-V/def2-TZVPD" smiles="C=C(C)CC.C=C(C)CC" homo_ev=-9.2024 charge=0 e_tot_ha=-392.95946 de_lowest_kcal_mol=37.1 gap_ev=10.136
C -2.917 -1.316 3.424 0.03
C -1.745 -1.311 2.814 -0.42
C -1.599 -2.038 1.539 -0.08
C -0.498 -0.678 3.398 -0.22
C 0.665 -1.656 3.788 -0.10
H -3.827 -1.771 3.016 0.07
H -2.978 -0.861 4.419 0.06
H -2.449 -2.716 1.354 0.08
H -0.667 -2.627 1.513 0.08
H -1.565 -1.289 0.730 0.08
H -0.790 -0.046 4.258 0.11
H -0.059 -0.016 2.627 0.11
H 0.203 -2.500 4.326 0.08
H 1.392 -1.167 4.458 0.07
H 1.205 -2.050 2.910 0.06
C 1.020 0.543 -1.563 0.03
C 1.497 1.335 -2.533 -0.39
C 2.949 1.352 -2.950 -0.08
C 0.636 2.277 -3.361 -0.24
C -0.693 1.670 -3.832 -0.11
H 1.721 -0.150 -1.084 0.06
H -0.017 0.546 -1.207 0.05
H 2.947 0.955 -3.979 0.09
H 3.581 0.702 -2.322 0.08
H 3.389 2.363 -2.964 0.08
H 1.282 2.551 -4.218 0.10
H 0.463 3.192 -2.763 0.12
H -1.192 1.147 -2.998 0.06
H -0.670 0.997 -4.706 0.08
H -1.285 2.563 -4.091 0.07

---

(3)
37
Properties=species:S:1:pos:R:3:lowdin_charge:R:1 method="wB97M-V/def2-TZVPD" homo_ev="-19.0554 / -19.0572" charge=+3 e_tot_ha=-1906.92612 gap_ev="5.641 / 5.645"
Au -0.619 -0.751 -0.569 0.77
C -2.032 1.590 -2.627 -0.41
C -0.584 1.399 -2.936 -0.45
S 0.475 1.042 -1.525 0.97
C 0.427 2.395 -0.301 -0.40
C -0.823 2.547 0.554 -0.43
S -1.280 0.967 1.345 0.91
C -3.036 0.697 1.061 -0.49
C -3.573 0.977 -0.334 -0.41
S -2.697 0.138 -1.708 1.02
H -2.584 1.624 -3.570 0.12
H -2.258 2.504 -2.084 0.09
H -0.146 2.260 -3.452 0.13
H -0.437 0.533 -3.586 0.11
H 0.635 3.311 -0.864 0.12
H 1.300 2.185 0.318 0.10
H -1.670 2.959 0.012 0.08
H -0.600 3.230 1.375 0.11
H -3.594 1.276 1.797 0.11
H -3.170 -0.355 1.314 0.08
H -3.633 2.037 -0.571 0.09
H -4.591 0.581 -0.362 0.11
N -1.991 -3.525 0.196 0.28
C -1.482 -2.531 -0.035 -0.11
H -2.417 -4.423 0.400 0.17
C 3.773 -2.974 2.152 0.03
N 3.205 -1.885 1.322 -0.12
C 4.089 -0.874 0.724 0.03
C 1.927 -1.830 1.126 -0.24
O 1.375 -0.908 0.420 -0.21
H 4.850 -2.863 2.186 0.11
H 3.525 -3.940 1.719 0.11
H 3.379 -2.927 3.165 0.11
H 5.119 -1.119 0.956 0.11
H 3.853 0.111 1.124 0.11
H 3.950 -0.853 -0.356 0.11
H 1.334 -2.605 1.614 0.16

---

(4)
59
Properties=species:S:1:pos:R:3:lowdin_charge:R:1 method="wB97M-V/def2-TZVPD" homo_ev=-7.4409 charge=+1 e_tot_ha=-14751.31940 gap_ev=1.280
O 1.429 -0.720 2.071 -0.22
C 1.454 -1.959 1.370 -0.26
C 0.031 -2.264 0.830 -0.08
C -1.019 -1.341 1.379 -0.31
O -1.024 -0.178 0.541 -0.04
B -2.160 0.511 1.071 -0.67
O -3.092 -0.521 1.429 -0.09
C -2.487 -1.714 1.219 -0.46
I -3.016 -2.197 -0.928 0.61
C 2.429 -1.977 0.129 -0.64
F 2.222 -3.085 -0.635 0.02
F 2.204 -0.891 -0.621 0.11
F 3.730 -1.982 0.427 -0.05
H 1.794 -0.876 2.950 0.02
H 1.803 -2.731 2.050 0.16
H -0.211 -3.292 1.113 0.14
H 0.103 -2.199 -0.252 0.09
H -0.919 -1.041 2.426 0.18
H -2.808 1.208 0.288 -0.03
H -1.615 1.170 2.135 0.12
H -2.961 -2.435 1.881 0.14
Cs -1.751 -4.402 -2.362 0.59
C 3.483 -3.285 -5.146 -1.55
Br 4.065 -1.713 -6.132 0.70
Br 3.127 -2.874 -3.319 0.75
Br 1.979 -4.156 -5.997 0.62
H 4.310 -3.982 -5.171 -0.01
Na 1.760 -0.697 -6.641 0.50
Br 3.859 -0.202 2.150 0.22
O -6.302 -5.077 -3.304 -0.57
H -7.096 -5.502 -3.631 -0.22
Ca -6.592 -5.532 -5.471 1.31
N -6.485 0.048 4.455 -0.30
S -6.576 0.017 6.050 0.48
O -5.966 1.119 6.711 -0.28
O -6.453 -1.273 6.641 -0.28
F -8.126 0.332 6.169 -0.19
S -5.044 -0.155 3.889 0.47
O -4.943 0.197 2.507 -0.30
O -4.346 -1.347 4.279 -0.30
F -4.211 0.994 4.586 -0.18
Ca -2.418 1.828 -1.505 1.09
F -1.425 1.367 3.284 -0.14
C 3.670 2.187 -0.477 -0.15
O 4.653 3.205 -0.557 -0.18
C 4.996 3.544 -1.885 -0.22
C 4.338 4.833 -2.320 -0.20
O 2.926 4.690 -2.432 -0.20
C 2.229 5.251 -1.332 -0.11
H 3.337 2.113 0.554 0.04
H 2.806 2.420 -1.112 0.08
H 4.096 1.223 -0.771 0.07
H 4.737 2.732 -2.575 0.12
H 6.083 3.677 -1.912 0.13
H 4.713 5.107 -3.311 0.12
H 4.593 5.641 -1.629 0.13
H 2.271 6.344 -1.368 0.09
H 2.632 4.902 -0.379 0.09
H 1.186 4.941 -1.407 0.07